1.
20
Properties=species:S:1:pos:R:3:nbo_charge:R:1 method="wB97M-V/def2-TZVPD" orbital_gap_ev="11.966 / 4.491" lumo_energy_ev="-3.10 / -10.56" total_charge=+1 spin_multiplicity=2 energy_ha=-273.67843
H -0.20851 -1.86937 -2.22393 0.4474
H 1.62318 1.33292 -0.66139 0.2327
H 0.67429 2.80391 -1.30760 0.3183
C -0.02759 -0.82197 1.03351 -0.4282
H 1.55000 2.69647 0.44167 0.2569
H -0.86680 2.57808 0.73117 0.2518
O 0.78027 -2.10194 -2.13201 -0.8560
H 0.93756 -0.94101 0.58585 0.3118
C -0.15824 0.69004 1.39182 -0.3326
C -0.41105 1.72585 0.27273 -0.3281
H -1.88840 -1.99959 0.80076 0.2940
C -1.14293 -1.36041 0.21062 -0.6591
H -0.85592 -1.92232 -0.69923 0.2490
H -1.84245 -0.60424 -0.13435 0.2267
H -1.06656 1.12511 -0.39624 0.2470
H 0.74550 -1.18713 -1.59247 0.4237
H -1.04690 0.88020 2.09235 0.3601
H 0.31388 -1.40403 1.96526 0.3535
H 0.66200 1.02548 2.02865 0.2444
C 0.91098 2.14999 -0.33774 -0.6134


2.
21
Properties=species:S:1:pos:R:3:nbo_charge:R:1 method="wB97M-V/def2-TZVPD" smiles=CCCCCO.O orbital_gap_ev=11.011 lumo_energy_ev=0.81 total_charge=0 spin_multiplicity=1 energy_ha=-349.34066
H -1.63401 -2.64738 0.69817 0.2012
H 2.05954 -0.50705 1.34307 0.2041
H -0.86223 -0.88749 -1.40890 0.2075
H 0.20025 0.66495 3.54860 0.4610
O -0.35972 0.50159 2.79036 -0.7392
H 1.02996 1.66550 1.66748 0.1715
C -1.34138 -1.57045 0.67833 -0.4132
H -2.36373 -1.51484 -1.25846 0.2144
C 0.40722 0.77247 1.55612 -0.0756
H 2.21950 2.75215 -4.57430 0.4780
H 0.22753 -2.06816 2.08421 0.2129
C 1.05151 -0.40922 0.90168 -0.4408
H 1.72668 2.23724 -6.02222 0.4781
H -2.20206 0.04305 -0.57030 0.2154
H 0.52282 -2.42305 0.42133 0.1918
C 0.14557 -1.63666 1.08762 -0.3851
C -1.67323 -0.90850 -0.66223 -0.6390
H 1.13799 -0.22229 -0.16698 0.2147
O 1.49958 2.69325 -5.20935 -0.9561
H -0.47176 1.10084 1.01562 0.1810
H -1.96423 -1.22300 1.50712 0.2175


3.
21
Properties=species:S:1:pos:R:3:nbo_charge:R:1 method="wB97M-V/def2-TZVPD" smiles="C=C(C)CC.O.O" orbital_gap_ev=9.542 lumo_energy_ev=0.64 total_charge=0 spin_multiplicity=1 energy_ha=-349.31740
C 0.91137 -0.34287 -0.32618 -0.4751
H 0.96055 0.47957 -1.03708 0.1956
C -0.05043 -0.97955 1.88897 -0.4559
H 1.64884 0.84873 2.56052 0.2272
H -2.50989 -0.92859 -1.36612 0.4637
C 1.07762 1.22660 1.71123 -0.6540
C -0.85373 -2.10471 1.26436 -0.6220
H 0.48531 3.07676 -3.68616 0.4603
H 1.24139 -1.33240 -0.57668 0.2163
O -2.30209 -0.28425 -2.05077 -0.9319
H 0.19712 1.71426 2.15844 0.2117
H -0.45882 -3.09792 1.49433 0.2121
H -0.71186 -0.30253 2.42462 0.2095
H 1.29692 2.81305 -4.86607 0.4619
H 1.63770 2.01356 1.22576 0.2228
H -1.89690 -2.13208 1.56809 0.2117
H -0.86618 -2.04704 0.18065 0.2122
H 0.66802 -1.38904 2.60395 0.2139
H -1.59343 0.22587 -1.63508 0.4698
C 0.66686 0.00755 0.94833 0.0722
O 0.45164 2.53503 -4.48509 -0.9219


4.
21
Properties=species:S:1:pos:R:3:nbo_charge:R:1 method="wB97M-V/def2-TZVPD" smiles="CC=C(C)C.O.O" orbital_gap_ev=8.764 lumo_energy_ev=0.71 total_charge=0 spin_multiplicity=1 energy_ha=-349.27859
O 1.40935 0.61313 -3.50334 -0.9667
C -2.21265 -0.11175 0.72313 -0.6647
H -2.52495 -0.05541 1.86187 0.2236
H 0.58749 2.00184 1.20484 0.2217
H 1.48031 -0.27410 0.53644 0.2004
H -2.07600 -1.09636 0.28430 0.2362
H -3.09334 0.23643 0.11096 0.2270
C -0.93122 0.60207 0.48616 0.0076
H 0.98862 0.62249 -4.36289 0.4830
H -0.73949 0.27439 -1.64209 0.1917
C -0.22846 0.23648 -0.61627 -0.2119
H 1.51767 -2.83293 1.36425 0.4713
H 0.31528 0.61135 2.17996 0.2000
H 1.97117 0.74033 -0.67987 0.2066
C -0.15213 1.31862 1.57447 -0.6488
O 0.58455 -2.62184 1.10186 -0.9335
H 0.87354 0.63345 -2.72328 0.4856
H 1.49023 -0.96081 -1.09611 0.2424
H 0.39235 -1.77329 1.52463 0.4657
C 1.22702 -0.14466 -0.48000 -0.6610
H -0.87934 1.98056 2.15097 0.2238


5.
22
Properties=species:S:1:pos:R:3:nbo_charge:R:1 method="wB97M-V/def2-TZVPD" smiles="CCCCC=O.O.O" orbital_gap_ev=10.226 lumo_energy_ev=0.65 total_charge=0 spin_multiplicity=1 energy_ha=-424.54497
C 1.86535 0.46678 0.48415 -0.4116
C 1.67922 -1.04498 -0.13178 -0.3977
C 1.75562 2.83708 -0.24975 0.4345
H 3.27835 -1.53157 1.14479 0.2033
H -6.18451 -1.78697 1.45310 0.4865
H 2.78779 0.44498 1.01699 0.1970
O -3.39915 -2.05213 -0.73597 -0.9545
O 0.60136 3.02749 0.05123 -0.5254
C 2.90830 -1.83520 0.12711 -0.6214
H 2.76021 -2.98337 0.30789 0.2133
H 3.55259 -1.61541 -0.73262 0.2051
H -3.95520 -1.62522 -0.10853 0.4818
H 1.60631 1.08739 -1.48590 0.2401
C 2.25774 1.44649 -0.57284 -0.5138
H 1.09833 0.87820 1.14964 0.2356
O -5.47484 -1.36771 0.92279 -0.9480
H 1.53504 -1.05663 -1.26323 0.2051
H -5.86291 -0.72118 0.42125 0.4726
H 0.84560 -1.49351 0.55274 0.2151
H -3.80195 -2.95649 -0.83600 0.4617
H 3.35348 1.54912 -0.88657 0.2127
H 2.37055 3.72839 -0.57933 0.1080


6.
22
Properties=species:S:1:pos:R:3:nbo_charge:R:1 method="wB97M-V/def2-TZVPD" smiles="C=CCCCO.O.O" orbital_gap_ev=9.890 lumo_energy_ev=0.59 total_charge=0 spin_multiplicity=1 energy_ha=-424.52545
H -0.47830 0.22668 -0.88300 0.1940
C -1.90725 -0.51193 0.63750 -0.4459
H 1.43989 -0.08094 1.42160 0.1885
C 0.54202 -0.13969 0.85896 -0.1741
H 1.44679 0.61113 -0.93748 0.2230
H -3.04719 -3.56006 -0.04991 0.4729
H -2.72854 -0.37759 1.40610 0.2219
H -2.07119 0.46881 0.09103 0.2172
H 4.09589 1.26386 -1.36704 0.4695
H 3.41309 -0.13450 -1.39608 0.4656
H -1.38749 -1.94640 -0.93604 0.1831
O 3.68939 0.65325 -2.02698 -0.9302
C -2.32742 -1.67678 -0.34868 -0.0828
H -3.29314 -1.24956 -0.88523 0.1797
H 2.68264 3.84279 0.13332 0.4641
H 1.46048 4.31440 -0.68078 0.4714
C 0.48682 0.21074 -0.45552 -0.4348
O -2.65501 -2.81075 0.50164 -0.7472
O 2.36749 3.85486 -0.80078 -0.9349
C -0.61200 -0.78369 1.51546 -0.4484
H -0.44161 -1.85922 1.58897 0.2390
H -0.67535 -0.31541 2.61295 0.2084


7.
23
Properties=species:S:1:pos:R:3:nbo_charge:R:1 method="wB97M-V/def2-TZVPD" smiles="C=C(O)/C=C/C.O.O.O" orbital_gap_ev=9.423 lumo_energy_ev=0.53 total_charge=0 spin_multiplicity=1 energy_ha=-499.75364
H 1.27962 1.16477 -1.54753 0.5002
H -0.72988 2.66954 -1.12289 0.4988
C 0.23554 -0.60761 0.42019 -0.1010
H 1.88109 -1.88054 0.73765 0.2387
H 2.36503 1.11764 -2.49843 0.4668
C 0.82229 -1.97476 0.69115 -0.6545
H 2.67863 1.88703 1.20606 0.4614
H -3.43254 1.41385 0.86901 0.2203
O -0.55991 1.65289 -1.03616 -0.7167
O 2.17758 1.54285 -1.68352 -0.9654
H 0.53108 -2.23168 1.77785 0.2454
C -2.58523 1.67959 0.15018 -0.5244
C -1.00943 -0.27504 0.04283 -0.3000
H -2.88916 2.58882 -0.32262 0.1946
H 1.03689 0.22443 0.77993 0.2387
O -1.87701 -3.27952 0.69629 -0.9127
H -1.76460 -1.13255 -0.37369 0.1853
O 3.20105 1.20875 0.78695 -0.9514
H 0.49005 -2.67243 0.01874 0.1902
H -1.12327 -3.05908 0.27907 0.4499
C -1.45255 1.01657 -0.20808 0.2775
H -2.54002 -2.51710 0.43816 0.4671
H 3.26474 1.46355 -0.10115 0.4912


8.
21
Properties=species:S:1:pos:R:3:nbo_charge:R:1 method="wB97M-V/def2-TZVPD" smiles=CCCCSC.O orbital_gap_ev=9.271 lumo_energy_ev=0.73 total_charge=0 spin_multiplicity=1 energy_ha=-672.25436
C 0.53554 -1.63603 -1.97075 -0.7115
H -1.45707 -0.23220 -0.75610 0.2069
H -2.91715 -1.20842 0.52051 0.2007
H -2.62676 -1.30762 2.26451 0.2117
C -1.41894 0.40059 1.17559 -0.3820
H 0.70082 0.12233 3.11255 0.4650
O 1.49888 0.72449 3.13003 -0.9292
H 0.87991 1.77680 0.01249 0.2208
H -0.34749 1.87009 -1.23193 0.2134
H -3.48305 0.13485 1.88144 0.2180
C -0.64650 -0.00244 -0.04688 -0.4421
H -0.05324 -0.90984 0.27714 0.2177
H 0.89275 -2.10807 -2.81539 0.2208
C 0.20027 1.06460 -0.69285 -0.4558
H 1.09888 1.61107 3.07760 0.4676
S 1.34448 0.05349 -1.94468 0.1071
H -1.77473 1.47185 1.10061 0.1952
H 0.89514 -2.22706 -1.17302 0.2039
H -0.56595 -1.68912 -2.01021 0.2178
C -2.66768 -0.55254 1.50482 -0.6205
H -0.76098 0.39846 1.99498 0.1744


9.
21
Properties=species:S:1:pos:R:3:nbo_charge:R:1 method="wB97M-V/def2-TZVPD" smiles=CCCCSC.O orbital_gap_ev=9.006 lumo_energy_ev=0.71 total_charge=0 spin_multiplicity=1 energy_ha=-672.28842
H -4.29457 -2.73603 -1.58435 0.4611
O -3.51605 -2.17590 -1.45018 -0.9225
H 1.40971 1.18465 -1.53905 0.2194
C -0.59420 -0.16056 -0.21562 -0.5221
H 1.26614 2.05512 1.87138 0.1865
H -3.14338 -2.34626 -2.32747 0.4627
H 1.16729 0.12695 -3.00591 0.2212
C 1.62933 0.27069 -2.03422 -0.7434
H -1.14400 1.35950 1.32582 0.2174
H -0.35304 2.10109 -0.07347 0.2030
H 1.87662 1.04062 0.62749 0.2094
H 2.72019 0.02130 -2.01720 0.2305
H 1.69129 0.14241 3.09993 0.2110
H -1.37189 0.04395 -0.93744 0.2167
C -0.37919 1.19312 0.55160 -0.4219
H -0.88977 -0.95088 0.52420 0.2333
S 0.83092 -1.02415 -1.04762 0.1487
C 1.00062 1.07037 1.26482 -0.3971
H 1.22306 -0.94721 1.80359 0.2142
C 0.92379 -0.02956 2.34335 -0.6349
H -0.05288 -0.23921 2.82036 0.2069


10.
21
Properties=species:S:1:pos:R:3:nbo_charge:R:1 method="wB97M-V/def2-TZVPD" smiles=CCCCSC.O orbital_gap_ev=9.069 lumo_energy_ev=0.81 total_charge=0 spin_multiplicity=1 energy_ha=-672.31398
H -1.91138 0.43341 2.99154 0.2110
C 1.46848 -0.15624 0.00636 -0.4054
C -0.57939 -1.45056 0.80730 -0.5271
H -1.04914 -0.95945 -0.04687 0.2086
O 1.09922 1.40511 -4.61375 -0.9399
H 1.25743 -1.36371 1.78298 0.2047
H 1.44619 2.01635 -5.26786 0.4704
H -2.73815 0.26970 1.43191 0.2160
C 0.66714 -0.66024 1.21432 -0.4032
C 0.82946 1.08414 -0.58498 -0.6157
C -2.59002 -0.18557 2.40713 -0.7324
H 1.40391 1.54710 -1.38770 0.2222
H -0.29084 -2.46350 0.53336 0.2224
S -1.67972 -1.76337 2.20420 0.1663
H -3.51991 -0.34540 2.92287 0.2298
H 0.41012 0.17964 1.86012 0.1979
H 0.68477 1.87945 0.14861 0.2002
H 1.65002 -0.92908 -0.74649 0.1992
H 1.11908 0.53182 -5.01906 0.4704
H -0.14109 0.89316 -1.04186 0.2008
H 2.46384 0.03725 0.39786 0.2038


11.
21
Properties=species:S:1:pos:R:3:nbo_charge:R:1 method="wB97M-V/def2-TZVPD" orbital_gap_ev="10.070 / 5.561" lumo_energy_ev="-3.63 / -8.14" total_charge=+1 spin_multiplicity=2 energy_ha=-671.96040
C 2.17071 -1.43247 -0.61000 -0.5820
C -1.05558 0.76861 -0.39409 -0.6234
H -1.77221 0.14784 0.17316 0.2789
H 2.87168 -1.66882 0.14364 0.2313
H 1.15465 3.77908 0.32074 0.2980
H 2.56993 -1.07065 -1.53204 0.2086
H 0.83083 -0.68243 0.90077 0.2173
H 0.43721 0.55370 -1.90142 0.2179
C 0.04058 -0.03110 -1.09964 -0.3899
H 1.03096 2.69507 -1.11985 0.2649
H 1.50805 -2.30484 -0.91197 0.2042
H 1.63108 0.61015 -0.01212 0.1881
H -1.12650 -4.61149 0.48271 0.4534
H -0.39229 -1.01695 -1.43913 0.2536
O -1.25270 -5.21291 1.22971 -0.9242
H -1.41014 1.32449 -1.24066 0.2907
C 0.51066 3.06345 -0.29311 -0.8063
S -0.73646 2.09139 0.69660 0.8836
H -0.19145 3.67796 -0.88097 0.2744
C 1.13070 -0.29554 -0.08529 -0.4100
H -2.11928 -5.62992 0.92659 0.4711


12.
21
Properties=species:S:1:pos:R:3:nbo_charge:R:1 method="wB97M-V/def2-TZVPD" orbital_gap_ev=7.765 lumo_energy_ev=-5.66 total_charge=+1 spin_multiplicity=1 energy_ha=-938.06584
H 1.52045 -0.20458 -0.51918 0.2462
C -0.38243 -1.23357 1.45476 -0.6667
H -1.94645 3.78778 -2.01225 0.2994
H 0.47666 -1.79932 1.30185 0.2324
H 2.09993 -2.60872 -0.47195 0.2424
P -0.82535 -0.71871 -0.42689 0.9878
S -1.06225 2.02810 -0.27577 0.1295
C 1.24382 -2.40622 -1.05558 -0.6513
C -1.10421 3.21411 -1.48880 -0.8045
H -2.06724 2.09504 0.70673 0.1925
H 1.56531 -2.67435 -2.06792 0.2497
H 0.97731 -0.03532 2.51324 0.2242
H -0.73659 2.49802 -2.22457 0.2515
H 1.03882 -0.57111 -2.19816 0.2589
H -0.20335 3.78414 -1.30872 0.2590
C 0.91643 -0.87780 -1.14341 -0.7642
H -0.32566 -0.39187 3.46561 0.2472
H -1.28378 -1.72627 1.83880 0.2523
C -0.07538 -0.05310 2.43579 -0.6391
H 0.56599 -3.14659 -0.73975 0.2328
H -0.39202 1.04035 2.21618 0.2200


One value per record, in order, for ΔE to the lowest compared entry with this formula, charge and spin: 2.1541; 0.9562; 1.5891; 2.6453; 1.6668; 2.1982; 3.8620; 1.7790; 0.8524; 0.1567; 1.6515; 3.8857 eV.